ORCA calculation (ωB97M-V/def2-TZVPD) on a molecular structure, C4H11Cl2FNOPd in a non-equilibrium geometry.

Last column: Mulliken charge in e.
Atoms and positions in Å:
Pd  -0.312  -0.524  -1.521  -0.38
Cl  1.008  0.094  -2.889  -0.51
Cl  -0.931  -2.328  -2.177  -0.40
F  -1.720  0.234  -2.030  -0.63
C  -0.005  -1.303  2.203  -3.78
C  -0.362  -0.744  0.807  2.51
C  -0.222  0.774  0.546  -1.91
O  -0.033  1.087  -0.872  0.59
C  0.376  2.424  -1.044  -1.43
N  0.389  -1.473  -0.166  0.22
H  -0.045  -2.391  2.259  0.65
H  -0.671  -0.948  2.989  0.78
H  1.009  -1.033  2.499  0.73
H  -1.409  -1.010  0.661  -0.03
H  0.664  1.139  1.064  0.46
H  -0.986  1.355  1.063  0.61
H  0.553  2.594  -2.106  0.28
H  1.356  2.678  -0.639  0.46
H  -0.392  3.136  -0.740  0.34
H  1.371  -1.310  0.005  0.20
H  0.363  -2.450  0.086  0.25

net charge	-1
ΔE to the lowest compared entry with this formula, charge and spin	11.305	eV
Kohn-Sham gap (alpha / beta)	3.0 / 8.0	eV
lowest unoccupied orbital energy (alpha / beta)	3.3 / 3.0	eV
DFT total energy	-1436.80294	hartree
HOMO level (alpha / beta)	0.36 / -5.01	eV
⟨S²⟩	2.0039
multiplicity	3

***

ORCA calculation (ωB97M-V/def2-TZVPD) on a molecular structure, C17H23F5NO2P2Ti in a non-equilibrium geometry.

Last column: Mulliken charge in e.
Atoms and positions in Å:
Ti  0.390  0.640  -0.473  -0.62
P  2.324  -1.081  0.624  1.40
C  2.355  -1.315  -1.210  -1.18
C  1.072  -1.898  -1.763  0.59
N  -0.030  -1.172  -1.457  0.54
C  -1.249  -1.530  -1.906  0.57
C  -1.384  -2.648  -2.720  -0.68
C  -0.255  -3.365  -3.105  -0.56
C  0.995  -2.982  -2.623  -0.87
C  -2.429  -0.703  -1.486  -1.71
P  -1.970  0.872  -0.619  1.51
H  1.921  -3.496  -2.893  0.47
H  -2.379  -2.924  -3.052  0.52
H  -0.343  -4.220  -3.774  0.41
H  -3.057  -0.437  -2.352  0.53
H  -3.064  -1.275  -0.788  0.41
H  2.544  -0.276  -1.705  0.39
H  3.212  -1.970  -1.431  0.57
H  -1.799  5.174  0.460  0.28
O  1.775  1.319  -1.916  -0.55
H  1.592  1.992  -2.597  0.27
H  1.993  1.801  -1.092  0.44
O  -1.899  4.296  0.816  -0.57
H  -1.250  4.257  1.545  0.32
C  -2.642  2.201  -1.661  -1.37
H  -3.736  2.111  -1.723  0.46
H  -2.382  3.155  -1.182  0.25
H  -2.203  2.150  -2.667  0.39
C  -3.063  0.890  0.824  -1.44
H  -2.764  1.725  1.468  0.26
H  -4.106  1.039  0.511  0.51
H  -2.971  -0.048  1.386  0.40
C  2.174  -2.707  1.336  -1.45
H  3.165  -3.179  1.370  0.50
H  1.778  -2.636  2.356  0.41
H  1.508  -3.338  0.736  0.42
C  3.824  -0.283  1.170  -1.35
H  3.654  0.138  2.171  0.41
H  4.625  -1.031  1.227  0.50
H  4.117  0.519  0.479  0.36
F  -0.485  -1.844  1.943  -0.44
C  -0.051  -0.580  2.230  -0.04
C  1.012  -0.013  1.442  0.23
C  1.079  1.427  1.596  0.64
F  1.839  2.214  0.639  -0.57
C  0.310  2.169  2.489  -0.11
F  0.392  3.525  2.472  -0.49
C  -0.569  1.518  3.352  0.67
F  -1.240  2.202  4.295  -0.36
C  -0.740  0.128  3.211  0.10
F  -1.590  -0.513  4.048  -0.37

net charge	+1
ΔE to the lowest compared entry with this formula, charge and spin	2.873	eV
Kohn-Sham gap (alpha / beta)	5.5 / 5.5	eV
lowest unoccupied orbital energy (alpha / beta)	-2.8 / -2.9	eV
DFT total energy	-2897.96565	hartree
HOMO level (alpha / beta)	-8.32 / -8.46	eV
⟨S²⟩	2.4690
multiplicity	3